Model a:
This record from the OMol25 dataset describes an isolated ion of composition C7H12N3 and charge +1. The level of theory is ωB97M-V/def2-TZVPD.

As for the LUMO energy (spin up / spin down): -5.2 / -4.3 eV. As for the HOMO-LUMO gap (spin up / spin down): 6.171 / 9.144 eV. As for the highest occupied orbital energy (spin up / spin down): -11.346 / -13.405 eV.

```
! wB97M-V def2-TZVPD RIJCOSX def2/J DEFGRID3
* xyz 1 1
C -0.3704 -1.1249 1.6227
C 1.0187 -0.9325 1.3619
C 1.2733 0.4571 0.8413
C -1.4661 -0.3458 -1.0407
C -2.1611 -1.2886 0.0543
C -0.0465 -0.3436 -1.1404
C 0.8140 2.0660 -0.9292
N -1.4983 -1.2654 1.2776
N 1.9707 -1.6929 1.7363
N 0.3216 0.8017 -0.2893
H 1.1969 1.3736 1.5690
H 2.4108 0.3549 0.5553
H -1.9526 -0.6616 -1.9735
H -1.8375 0.6940 -0.8828
H -3.2299 -1.0000 0.3448
H -2.2668 -2.4585 -0.2773
H 0.5644 -1.1538 -1.2059
H 1.8223 1.8141 -1.2416
H 0.2537 2.4258 -1.7877
H 0.6900 2.8776 -0.3488
H 2.9386 -1.5556 1.5124
H -0.4457 0.9585 0.2417
*
```

***

Model b:
This record from the OMol25 dataset describes C7H12N3 as an isolated structure. The level of theory is ωB97M-V/def2-TZVPD.

As for the LUMO energy (spin up / spin down): -3.8 / -3.8 eV. As for the HOMO-LUMO gap (spin up / spin down): 7.038 / 7.037 eV. As for the highest occupied orbital energy (spin up / spin down): -10.867 / -10.866 eV.

```
! wB97M-V def2-TZVPD RIJCOSX def2/J DEFGRID3
* xyz 1 1
C -3.4171 0.3833 0.4561
C -2.1488 0.6583 0.2211
C -2.8843 -0.5794 -0.3906
C 1.5494 1.3815 -0.4657
C 0.4038 0.5731 -0.8889
C 1.2801 0.0542 0.1175
C 0.8023 -0.2868 1.5198
N -2.8701 -1.5407 -1.1797
N -1.0808 1.3168 0.1483
N 2.2796 -1.0937 -0.3064
H -4.3030 0.4560 1.0749
H 2.4679 1.3683 -1.0192
H 1.3741 2.2422 0.1850
H 0.0351 0.0872 -1.8097
H 1.6356 -0.3214 2.2031
H 0.4066 -1.3647 1.3431
H -0.0060 0.3375 1.6960
H -2.0209 -1.8747 -1.5437
H -1.0440 2.2776 -0.1887
H 1.9900 -1.9680 -0.0689
H 3.0949 -0.9862 0.2123
H 2.4557 -1.1203 -1.3155
*
```

***

Pick the least stable structure from those above. Pick: model b